(1)
2 unconnected molecules or ions with the total composition C22H28N3 in a non-equilibrium geometry, computed with wB97M-V/def2-TZVPD.

Electronic energy ... -27732.853 eV
HOMO ... -9.82 eV
Charge ... +1

Each line ends with the Mulliken charge.
Cartesian coordinates (Å):
N -0.4595 4.7798 -4.4411  0.087
N -1.2963 -0.2798 2.1382  0.275
N -0.4255 2.5169 -0.8774  -0.439
C -2.8603 -1.7697 3.2967  -0.622
C -0.5034 4.1085 -5.7577  -0.600
C -3.6586 -0.7828 2.4267  -0.549
C 3.4253 0.0530 3.1290  -0.669
C -0.1630 1.8918 -4.5748  -0.757
C -0.4935 3.8380 -0.8750  -1.291
C -2.6554 0.3279 2.0686  -0.680
C -0.3991 4.0276 -3.2503  0.810
C 0.2736 2.7916 -5.7426  -0.832
C 1.1654 -0.0762 2.2350  0.471
C -0.1164 6.8738 -3.1440  -0.831
C -0.3127 1.9568 -2.0710  -1.341
C 1.4846 -1.3664 1.7417  -0.227
C 2.1971 0.6336 2.9069  -0.323
C 2.7311 -1.9124 1.9353  -0.705
C -0.2920 2.6345 -3.2749  0.837
C -1.3876 -1.5605 2.9008  -0.530
C -0.7071 6.2370 -4.4026  -0.596
C -0.1401 0.4654 2.0937  -0.239
C 3.7024 -1.2173 2.6427  -0.338
C -0.5696 6.1367 -1.8736  -0.782
C -0.4848 4.6420 -1.9983  0.788
H -3.1862 -2.8100 3.1554  0.325
H 0.0255 6.4570 -1.0082  0.413
H -0.5927 4.3117 0.0890  0.423
H -1.0312 -2.3743 2.2659  0.261
H -2.8279 0.7569 1.0752  0.283
H 4.1712 0.5735 3.7095  0.411
H -4.0114 -1.2809 1.5164  0.320
H 1.9918 1.6201 3.2864  0.418
H 0.7461 -1.8985 1.1680  0.508
H -0.3855 7.9373 -3.0808  0.372
H -0.7289 -1.5053 3.7734  0.355
H 2.9553 -2.8913 1.5437  0.406
H -1.6043 6.4071 -1.6348  0.287
H 0.9782 6.8454 -3.2031  0.306
H -3.0084 -1.5274 4.3563  0.300
H -4.5490 -0.3931 2.9407  0.341
H -1.1271 1.4249 -4.8051  0.286
H 0.5425 1.0608 -4.4429  0.414
H -0.2631 0.8795 -2.0916  0.434
H 4.6639 -1.6730 2.8288  0.418
H -0.1071 4.7869 -6.5221  0.409
H -2.7018 1.1453 2.7939  0.394
H 0.1564 2.2577 -6.6959  0.374
H -0.2581 1.5349 2.0774  0.376
H 1.3453 3.0045 -5.6491  0.308
H -1.5531 3.9197 -6.0067  0.266
H -0.2905 6.6978 -5.3057  0.408
H -1.7903 6.3969 -4.4287  0.265


(2)
A molecular structure, C46H46BaClN7O5S2 in a non-equilibrium geometry, computed with wB97M-V/def2-TZVPD.

Electronic energy ... -104006.185 eV
HOMO ... -7.78 eV

Each line ends with the Mulliken charge.
Cartesian coordinates (Å):
Ba 0.2348 0.3630 -0.6248  0.040
Cl 3.5024 -0.0911 7.5636  -0.264
S -2.3552 -2.0206 -2.3811  -0.113
S -1.4026 -1.0459 2.3189  0.323
O 1.7096 2.0101 0.4136  -0.737
O -1.3818 -0.9600 -2.0366  -0.512
O -1.0313 -0.9801 0.8760  0.481
O 2.6619 3.3644 2.9103  -0.492
O 0.1312 1.4558 1.8522  -0.316
N -2.4166 5.6945 -3.3270  -0.650
N 2.3839 -0.2068 -2.7152  1.104
N -2.9084 4.0796 -1.5238  -0.800
N -1.4222 2.2226 -0.9628  -0.993
N 2.8869 -0.8134 0.5695  0.931
N 1.2257 -2.5014 -1.2706  0.998
N -0.2188 1.4349 -3.7287  0.001
C 5.1796 -0.4887 1.1149  -1.243
C -6.2182 0.1997 -3.3505  -0.616
C -2.6335 0.2187 2.6493  0.703
C 2.0887 0.7584 -3.7776  -1.146
C 1.7180 1.8553 4.5654  -0.588
C 3.2168 0.9279 6.1835  0.129
C 4.0818 2.4042 4.4958  1.077
C 4.1505 -0.6688 0.1926  0.522
C -3.8887 -1.1486 -2.7611  0.710
C -2.6024 4.9246 -2.4852  0.533
C -5.1753 0.8638 -2.7258  -0.878
C 2.1506 -2.6503 -2.2075  -0.445
C 4.8840 -0.4715 2.4670  -0.537
C 4.4762 -0.7440 -1.2727  -0.867
C 1.0417 2.2006 1.4466  1.780
C 0.7034 0.7123 -4.3525  0.375
C -4.4881 2.1665 3.2390  -0.707
C -3.9250 2.1098 1.9776  -0.847
C -3.7781 -2.4445 1.5540  -1.216
C 2.6163 -0.8082 1.8647  0.156
C 5.2124 3.1232 3.8349  -1.651
C 2.2912 -1.5609 -3.2338  0.003
C -0.8693 -0.0082 -6.0098  -0.808
C -4.9213 -1.8204 -3.4025  -0.714
C -4.1113 1.2559 4.2141  -0.743
C -1.4409 1.4556 -4.2255  -0.312
C -1.8260 0.7480 -5.3565  -0.632
C -6.0948 -1.1389 -3.6883  -0.714
C 2.9484 -3.7919 -2.2840  -0.845
C 1.1021 -3.4436 -0.3553  -0.292
C 3.7191 0.1693 -2.2310  -1.403
C 1.8565 -4.6057 -0.3340  -1.105
C -3.1717 0.2801 3.9264  -0.839
C -2.0811 3.1422 -1.2596  0.488
C -2.9909 1.1310 1.6751  0.955
C 2.7961 -4.7880 -1.3347  -0.722
C 1.3989 3.4599 2.2761  -1.303
C -2.8642 -2.8176 -0.8130  -0.450
C 1.9391 1.0534 5.6762  -0.944
C 3.5654 -0.6431 2.8600  -1.129
C -3.7008 -1.9575 0.1077  0.460
C -4.0019 0.1900 -2.4247  0.330
C -2.4815 -2.5291 2.3505  -1.053
C 2.7771 2.5391 3.9813  0.786
C 4.2831 1.5939 5.5990  -0.526
C 0.4223 -0.0155 -5.5046  -0.296
H 1.7104 -5.3376 0.4447  0.499
H 1.3861 -1.6097 -3.8450  0.233
H 3.6197 1.1553 -1.7721  0.473
H 3.1408 -1.7968 -3.9007  0.041
H 3.6875 -3.8807 -3.0691  0.519
H -6.9073 -1.6496 -4.1885  0.398
H 5.6624 -0.3187 3.2009  0.424
H 6.1944 -0.3547 0.7680  0.471
H 4.4148 -1.7820 -1.5952  0.175
H -2.7025 -2.7478 3.3958  0.539
H 1.1188 0.5219 6.1350  0.462
H 0.3600 -3.2524 0.4104  0.338
H -4.1920 2.8363 1.2231  0.513
H -2.8546 -0.4136 4.6931  0.471
H 3.2740 -0.6200 3.8985  0.752
H -4.7266 -1.9257 -0.2733  0.717
H 5.2386 2.8938 2.7701  0.255
H -2.1521 2.0770 -3.6982  0.324
H 0.6272 3.6875 3.0212  0.393
H -1.9100 -3.1014 -0.3716  -0.030
H 5.0901 4.2033 3.9208  0.377
H -2.8448 0.8051 -5.7117  0.493
H 5.5309 -0.4731 -1.3826  0.545
H 4.3776 0.2937 -3.1146  0.498
H 1.4938 4.2862 1.5695  0.483
H 5.2763 1.4775 6.0087  0.396
H -4.8070 -2.8583 -3.6844  0.445
H -5.2633 1.9109 -2.4743  0.538
H -7.1302 0.7303 -3.5861  0.404
H -5.2134 2.9333 3.4718  0.408
H -4.2381 -3.4385 1.5867  0.548
H 0.7267 1.9124 4.1431  0.341
H 6.1630 2.8434 4.2844  0.417
H -3.3318 -0.9337 0.0746  -0.632
H -2.5204 1.1129 0.7066  -0.264
H -4.5384 1.3142 5.2047  0.418
H -4.4623 -1.7808 2.0884  0.374
H -1.8178 -3.3155 1.9905  0.503
H -1.1164 -0.5682 -6.9019  0.426
H -3.1716 0.6933 -1.9489  0.256
H 2.2233 1.7530 -3.3472  0.593
H -3.3843 -3.7306 -1.1118  0.656
H 3.4069 -5.6787 -1.3680  0.419
H 1.2078 -0.5694 -5.9991  0.467
H 1.5690 -0.8989 2.1309  0.070
H 2.8312 0.6516 -4.5923  0.419


(3)
C18H22ClF2N3O4 in the gas phase, computed with wB97M-V/def2-TZVPD.

Electronic energy ... -49641.680 eV
SMILES string ... CN(CCCCNC(=O)c1cc2nc(Cl)ccc2o1)C(=O)[C@](C)(O)CC(F)F
HOMO ... -9.21 eV

Each line ends with the Mulliken charge.
Cartesian coordinates (Å):
Cl 4.8852 1.6727 -11.1071  -0.190
F 2.1480 -5.5816 -3.2364  -0.297
F 3.1795 -4.9420 -1.4041  -0.306
O 1.8831 2.1812 -6.2518  -0.462
O -1.1339 -2.4875 -1.2633  -0.711
O 1.4804 2.9823 -3.6635  -0.614
O 2.2979 -2.5218 -0.3052  -0.502
N 4.5680 2.0337 -8.5445  -0.610
N 3.6118 2.3868 -3.1268  -0.102
N 0.0870 -0.7137 -0.5928  0.145
C 1.7328 1.7991 -8.6777  -0.934
C 1.9289 -5.1122 -1.9792  0.287
C -1.0473 0.1655 -0.8688  -1.131
C 3.9230 1.8169 -9.6602  0.238
C 3.4795 2.6001 -1.6927  -0.982
C 2.1459 0.4494 -1.3645  0.627
C 2.9462 2.3868 -5.4209  0.439
C 2.5907 2.6120 -3.9888  0.464
C 1.2941 0.0050 -0.1806  -1.517
C 3.7924 2.1386 -7.4573  0.523
C 4.1285 2.3733 -6.0795  -0.680
C 3.3462 1.2961 -0.9153  -0.754
C 1.1921 -3.8034 -2.0394  -1.146
C 2.5294 1.6903 -9.7982  -0.303
C -0.0631 -2.0305 -0.8811  0.257
C 0.5607 -4.0270 0.4281  -2.014
C 1.0525 -3.0906 -0.6800  1.692
C 2.4072 2.0313 -7.4919  0.618
H 1.4324 -5.8997 -1.4115  0.309
H 2.1070 1.5110 -10.7749  0.413
H 2.9570 -3.2251 -0.3442  0.413
H 1.3128 -4.7902 0.6338  0.463
H 3.2471 1.5568 0.1432  0.466
H 4.4495 1.9585 -3.4820  0.229
H 1.8753 -0.5917 0.5118  0.387
H 5.1100 2.5417 -5.6698  0.501
H 0.4116 -3.4526 1.3424  0.427
H 1.5219 1.0298 -2.0482  0.093
H 0.9394 0.8892 0.3552  0.523
H -0.7659 0.9166 -1.6097  0.295
H 4.2737 0.7236 -0.9976  0.313
H 2.4781 -0.4399 -1.8994  0.054
H 1.7303 -3.1500 -2.7305  0.265
H -1.3462 0.6756 0.0485  0.327
H -1.8725 -0.4263 -1.2455  0.388
H 0.6565 1.7107 -8.7272  0.470
H 0.1971 -3.9969 -2.4365  0.461
H -0.3806 -4.4952 0.1474  0.379
H 2.5897 3.2135 -1.5599  0.402
H 4.3436 3.1694 -1.3453  0.385


(4)
C17H12FNO3 in the gas phase in a non-equilibrium geometry, computed with wB97M-V/def2-TZVPD.

Electronic energy ... -28174.589 eV
SMILES string ... Cc1ccc(/N=C/c2c(O)c3ccccc3oc2=O)cc1F
HOMO ... -8.38 eV

Each line ends with the Mulliken charge.
Cartesian coordinates (Å):
F 0.4052 -4.9572 -2.2728  -0.354
O -2.7103 -0.7730 2.2788  -0.670
O -2.1566 1.1516 3.2070  -0.403
O 0.8186 1.7663 0.4287  -0.610
N 0.1635 -0.4614 -0.6365  -0.364
C 0.3828 3.6952 2.4576  -0.512
C -0.3686 2.5199 2.3420  0.606
C -1.6588 3.1798 4.2811  -0.485
C -1.3958 2.2647 3.2630  0.055
C -0.9065 4.3313 4.3766  -0.392
C -1.9834 0.1878 2.2477  0.392
C 0.4278 -1.4015 -1.6148  0.305
C 0.1150 4.5911 3.4659  -0.698
C -0.7474 -0.5945 0.2572  -0.116
C 1.2985 -1.8267 -3.8220  -0.577
C 0.2350 -2.7736 -1.4396  -0.565
C 0.5830 -3.6297 -2.4605  0.223
C -0.1360 1.5437 1.3069  0.634
C 1.4641 -4.1792 -4.7421  -1.380
C -0.9287 0.4081 1.2691  -0.231
C 1.1128 -3.1954 -3.6725  0.696
C 0.9775 -0.9416 -2.8127  -0.623
H 1.7112 -1.4526 -4.7471  0.290
H 0.5739 -4.7196 -5.0628  0.306
H -2.4528 2.9630 4.9774  0.470
H -1.1130 5.0373 5.1664  0.383
H 1.1679 3.8717 1.7395  0.478
H -0.1535 -3.1731 -0.5159  0.513
H 0.8203 0.9795 -0.2083  0.551
H 2.1709 -4.9150 -4.3604  0.311
H 1.9018 -3.6774 -5.6005  0.365
H 0.6952 5.4965 3.5537  0.405
H 1.1286 0.1187 -2.9442  0.427
H -1.4423 -1.4347 0.2941  0.568


(5)
A molecular structure, C21H29CdN2O5Sb in a non-equilibrium geometry, computed with wB97M-V/def2-TZVPD.

Electronic energy ... -46566.562 eV
2S+1 ... 2
HOMO (alpha / beta) ... -1.66 / -5.48 eV
Charge ... -1

Each line ends with the Löwdin spin population.
Cartesian coordinates (Å):
Sb 2.0133 0.2815 0.0422  0.016
Cd -1.4665 0.4335 0.5863  0.062
O -0.8421 4.1476 -1.7262  0.001
O -3.5027 -0.2763 1.1097  0.024
O -0.5304 2.3003 -0.4246  0.019
O -5.7217 -0.2927 0.5609  0.001
O -0.9207 -1.4405 -0.3937  0.016
N -3.0897 1.8162 -0.3906  0.004
N -1.8329 -2.4322 -0.4727  0.214
C 2.1933 1.5292 1.8467  0.000
C -2.4618 -2.5822 -1.6816  0.130
C 1.1190 1.1901 2.8762  0.012
C 4.1051 0.4779 -0.6773  0.006
C -1.2509 3.1657 -1.0983  0.001
C 4.3371 1.8995 -1.2135  0.000
C -3.0052 -4.2254 0.4859  0.039
C -2.7043 2.9125 -1.0453  0.001
C 3.5626 -1.8411 1.8162  0.000
C 2.2636 -1.7168 1.0083  0.001
C 2.1347 -2.7660 -0.0612  0.002
C -5.3764 2.2976 -0.6969  0.000
C -5.0448 3.4561 -1.3995  0.000
C -4.3601 1.4566 -0.2086  0.001
C 2.0708 3.0005 1.4745  0.000
C -2.0052 -3.2816 0.5610  0.125
C -3.7164 -4.3964 -0.7117  0.213
C -3.6882 3.8070 -1.5706  0.000
C -3.4035 -3.5883 -1.8074  0.041
C -4.5735 0.1699 0.5409  0.003
C 4.3537 -0.5740 -1.7635  0.001
H 2.1021 -3.7795 0.3449  0.001
H -2.1952 -1.9035 -2.4670  0.016
H 3.6763 2.1118 -2.0430  0.000
H 0.9774 0.1346 3.1177  0.003
H 4.4822 -1.5806 -1.3723  0.000
H -4.4975 -5.1413 -0.7813  0.016
H 3.7305 -1.0191 2.5501  0.000
H -3.4182 4.7212 -2.0735  0.000
H 1.2782 1.7320 3.8079  0.001
H 1.2341 3.0955 0.7598  0.000
H 3.0039 -2.7447 -0.7344  0.000
H 4.7476 0.2998 0.2134  0.000
H -3.2650 -4.8085 1.3609  -0.001
H 3.2058 1.3377 2.2299  0.000
H 3.5085 -0.5959 -2.4756  0.000
H -5.8520 4.0281 -1.8640  0.000
H 2.9589 3.3713 0.9468  0.000
H 4.4317 -1.9212 1.1354  0.000
H 5.3602 2.0412 -1.5873  0.000
H 0.1745 1.5187 2.4567  0.009
H 3.5469 -2.7849 2.3636  0.000
H 1.8291 3.6828 2.2948  0.000
H -3.9219 -3.6611 -2.7413  -0.001
H 1.3860 -1.7313 1.6334  0.001
H -6.4203 2.0539 -0.5598  0.000
H 1.2392 -2.5995 -0.6580  0.000
H -1.3731 -3.1243 1.4269  0.019
H 5.2558 -0.3713 -2.3634  0.000
H 4.1582 2.7101 -0.4871  0.000


(6)
2 unconnected molecules or ions with the total composition CH2O3S in a non-equilibrium geometry, computed with wB97M-V/def2-TZVPD.

Electronic energy ... -18045.090 eV
SMILES string ... O=CO.O=S
HOMO (alpha / beta) ... -10.10 / -10.11 eV

Each line ends with the Mulliken charge.
Cartesian coordinates (Å):
S 4.4546 0.0410 -0.0976  0.295
O 0.4576 0.3340 -0.0108  -0.341
O -0.6966 -1.5483 -0.0885  -0.507
O 3.1118 -0.5173 0.2678  -0.352
C -0.6152 -0.3625 0.0115  0.253
H 1.2610 -0.1701 -0.1260  0.351
H -1.3773 0.4220 0.0477  0.301